# 1
This record from the Open Molecules 2025 dataset describes a structure of composition C35H31CaClN5O2S. The level of theory is ωB97M-V/def2-TZVPD.

Last column: Löwdin charge in e.
Element x y z (Å)
Ca: -0.81646 -0.05759 -0.59909  1.366
Cl: -6.20062 -3.84582 2.60578  0.656
S: 1.78439 -2.26137 -0.81597  0.853
O: -2.90579 -0.27927 -0.68211  -0.294
O: 0.29115 -2.05589 -0.63044  -0.652
N: -0.72286 2.30220 0.48545  0.108
N: -0.93423 -0.48078 1.67002  -0.032
N: -0.24707 -0.35851 -3.15656  0.100
N: 0.95435 1.16905 -1.33860  0.041
N: 1.83866 0.50714 0.81443  0.074
C: 0.81149 0.37778 -3.55906  -0.191
C: 1.98810 0.43628 4.55526  -0.035
C: 1.53691 1.13465 -2.46347  -0.186
C: -5.20938 -2.76035 1.67351  -0.676
C: -1.66123 3.08013 1.02656  -0.286
C: 3.00886 2.02999 -0.24202  -0.141
C: 0.96449 3.89007 1.07641  0.012
C: 2.84736 1.76818 -2.68987  0.010
C: -3.07078 2.57244 1.02653  -0.010
C: -1.32863 4.30612 1.60570  -0.005
C: -3.90525 -2.53483 2.02387  -0.077
C: 3.30242 0.69835 0.50942  -0.206
C: -1.81172 -1.37570 1.95425  -0.089
C: 2.30002 -3.15884 0.62887  -0.222
C: -0.21853 -0.18478 3.94692  -0.025
C: 1.24067 0.40951 -4.86910  -0.003
C: 1.38223 0.33881 2.19072  -0.082
C: -2.04979 -1.91235 -3.53223  -0.012
C: -3.61782 -1.03377 0.09932  -0.380
C: -5.75698 -2.09349 0.57777  -0.091
C: 3.52810 2.19077 -1.62937  0.014
C: 1.52775 1.69812 -0.08416  -0.306
C: 0.55692 2.69996 0.51363  -0.185
C: 0.54632 -0.35340 -5.80689  -0.030
C: 1.90597 -3.56499 -2.01806  -0.234
C: -0.51832 -1.12033 -5.39358  -0.002
C: -0.01400 4.71168 1.63008  -0.029
C: -0.89500 -1.10621 -4.04658  -0.299
C: 0.09792 -0.13875 2.58675  -0.181
C: -3.08987 -1.65409 1.28224  -0.114
C: 0.70687 0.09442 4.93129  -0.060
C: 4.20475 0.86724 1.67111  -0.031
C: 2.32376 0.56430 3.21225  -0.154
C: -4.98496 -1.24638 -0.18152  -0.007
C: 3.72755 0.86861 2.90440  -0.021
H: 0.42852 0.04132 5.97496  0.114
H: 1.51975 -3.88464 0.86152  0.074
H: -6.79846 -2.25239 0.32817  0.110
H: -1.66542 -1.98728 2.84997  0.124
H: 0.25730 5.65998 2.07545  0.118
H: 1.23504 -4.37381 -1.72638  0.073
H: -3.49551 -3.01858 2.90220  0.110
H: -1.23324 -0.42913 4.23043  0.114
H: 0.84948 -0.34426 -6.84557  0.119
H: 2.08453 1.00893 -5.17482  0.106
H: 1.60347 -3.15526 -2.98049  0.052
H: -1.06869 -1.73378 -6.09404  0.121
H: -1.78235 -2.39620 -2.59200  0.076
H: 3.24942 -3.65648 0.43057  0.067
H: -2.11067 4.92279 2.02804  0.121
H: -2.35278 -2.67577 -4.24660  0.086
H: 4.50015 2.65125 -1.76186  0.125
H: 3.24097 1.86878 -3.68960  0.103
H: -3.77821 3.40056 1.04438  0.086
H: 3.65576 -0.08360 -0.17100  0.128
H: -2.89988 -1.26034 -3.32399  0.090
H: 2.00230 4.18646 1.09271  0.110
H: -3.26657 1.94117 0.16222  0.065
H: -3.24637 1.96487 1.91843  0.096
H: 2.41266 -2.45434 1.45195  0.051
H: 4.38407 1.03981 3.74901  0.117
H: 2.93853 -3.91020 -2.07473  0.066
H: 5.25503 1.04647 1.46970  0.122
H: 3.32200 2.85945 0.38747  0.137
H: 2.75014 0.62864 5.30017  0.116
H: -5.40869 -0.74273 -1.04010  0.117

Output
- LUMO level: -3.275 eV
- HOMO: -9.58 eV
- Energy above the lowest of the compared OMol25 structures with the same formula, charge and spin: 273.9 kJ/mol
- Frontier orbital gap: 6.309 eV
- Total charge: +1

---

# 2
This record from the Open Molecules 2025 dataset describes an isolated molecule of C21H26N4O4S at a distorted geometry. The level of theory is ωB97M-V/def2-TZVPD.

Last column: Löwdin charge in e.
Element x y z (Å)
S: 0.24798 1.75036 -2.08457  1.119
O: -4.25176 -0.41711 -0.75429  0.121
O: 5.35696 -0.54369 0.50412  -0.082
O: 1.10432 0.64559 1.57322  0.120
O: -4.29561 -1.25677 1.32268  -0.010
N: 0.51622 3.54405 1.18814  0.150
N: 0.01454 4.31257 -0.87090  0.131
N: -0.40302 -1.62179 -0.90046  -0.129
N: 0.53144 2.53666 0.30454  -0.073
C: 4.27735 -1.36240 0.35215  -0.261
C: -2.54797 -2.44326 -1.70865  -0.120
C: -3.08542 -2.49034 -0.27837  -0.213
C: 0.20097 4.59158 0.44100  -0.419
C: -0.90415 -1.51294 0.45574  -0.167
C: -3.92769 -1.26431 0.03588  -0.471
C: 0.78531 1.19329 0.38742  -0.339
C: -5.12974 -0.18112 1.75567  -0.214
C: 4.22044 -2.69095 0.75376  -0.027
C: 0.22861 3.01555 -0.93372  -0.593
C: -1.91724 -2.62620 0.70283  -0.115
C: -6.59540 -0.45834 1.45497  -0.061
C: 3.06406 -3.41886 0.52528  -0.069
C: 0.06431 5.95821 0.99034  -0.028
C: 0.81579 -0.87298 -1.15815  -0.271
C: 1.96568 -2.84208 -0.07964  -0.040
C: 6.51655 -1.06749 1.10327  -0.093
C: 3.16688 -0.78254 -0.26028  0.046
C: -1.46817 -1.37255 -1.85416  -0.177
C: 0.69104 0.59062 -0.82444  -0.390
C: 2.00621 -1.50593 -0.46236  -0.164
H: -7.20742 0.34648 1.85177  0.077
H: -2.12059 -3.41578 -1.95620  0.122
H: 0.99655 -0.94142 -2.24020  0.151
H: -1.92625 -0.38096 -1.71536  0.113
H: -3.35927 -2.22524 -2.40367  0.120
H: -0.06532 -1.60182 1.14751  0.122
H: 7.23778 -0.25167 1.11332  0.092
H: 1.07344 -3.41623 -0.26560  0.107
H: 6.92538 -1.90338 0.52622  0.095
H: -4.95567 -0.10208 2.83093  0.123
H: -3.75512 -3.35059 -0.16081  0.156
H: 6.32666 -1.39393 2.13107  0.095
H: -6.74771 -0.51967 0.38022  0.075
H: 0.77712 6.62117 0.50438  0.079
H: 1.16175 1.35805 2.22671  0.122
H: -1.05182 -1.41610 -2.86364  0.126
H: 3.24836 0.24640 -0.57351  0.132
H: -6.90186 -1.39696 1.91053  0.077
H: -0.93615 6.33557 0.78981  0.079
H: 5.06061 -3.16797 1.23292  0.100
H: 0.24672 5.93878 2.06043  0.074
H: -1.39523 -0.53871 0.63253  0.136
H: -1.43205 -3.59013 0.54380  0.120
H: 3.02777 -4.45554 0.82668  0.105
H: -4.81002 0.73958 1.25640  0.123
H: -2.27910 -2.58085 1.72974  0.117

Output
- LUMO level: 0.653 eV
- HOMO: -8.21 eV
- Energy above the lowest of the compared OMol25 structures with the same formula, charge and spin: 261.1 kJ/mol
- Frontier orbital gap: 8.861 eV

---

# 3
This record from the Open Molecules 2025 dataset describes a cluster of 2 separate species, C18H39FINO4S2 in total at a distorted geometry. The level of theory is ωB97M-V/def2-TZVPD.

Last column: Löwdin charge in e.
Element x y z (Å)
I: -2.51505 -2.84512 -1.44565  0.829
S: -5.87766 1.14578 -0.07111  0.800
S: 0.88485 -4.52580 -0.21692  0.882
F: 2.08546 -5.62168 0.43177  -0.244
O: 0.73661 -3.40704 0.84046  -0.343
O: -0.40901 -5.41872 -0.36329  -0.371
O: -2.09932 0.93598 1.35364  -0.293
O: -6.04079 2.59832 -0.40682  -0.562
N: 1.46911 -4.03547 -1.77139  -0.277
C: 3.04006 0.75721 -1.93313  -0.212
C: 3.10177 -0.80428 -2.43705  -0.208
C: 0.47206 -3.31416 -2.62604  -0.244
C: 2.68034 1.03515 1.71353  -0.209
C: 2.31215 1.95644 3.01862  -0.209
C: 0.33376 3.51122 1.92813  -0.210
C: -0.63696 -0.95208 -3.01728  -0.189
C: -1.78963 -0.44114 1.76107  -0.121
C: -5.21555 1.04669 1.60800  -0.267
C: 4.04878 1.12257 -0.69061  -0.205
C: 2.84481 -3.43376 -1.76425  -0.205
C: 2.96246 -1.90724 -1.18837  -0.172
C: 3.17125 1.94742 0.42784  -0.223
C: 0.70205 2.40545 3.08076  -0.193
C: -1.03445 1.54298 0.54365  -0.209
C: -0.93937 3.12443 0.97115  -0.166
C: -0.43343 -2.17097 -1.88935  -0.669
C: -7.51526 0.49268 0.33102  -0.278
H: 3.63221 0.38497 2.02402  0.117
H: 3.26948 -3.40573 -2.87939  0.148
H: -5.83093 1.63908 2.28934  0.060
H: -4.19715 1.44362 1.60393  0.025
H: -1.96416 3.52662 1.43245  0.132
H: -8.12495 0.49758 -0.57622  0.048
H: -0.02500 1.48888 3.14387  0.105
H: 4.18498 -0.96076 -2.91366  0.124
H: 2.53828 1.32598 4.00559  0.115
H: 4.88924 1.88042 -1.07068  0.118
H: 1.23587 3.79963 1.21976  0.097
H: -0.00631 0.98613 0.56562  0.100
H: -2.12749 -0.53196 2.90263  0.110
H: 4.01372 -1.84403 -0.62568  0.117
H: -1.39619 1.52868 -0.59145  0.123
H: -0.86531 0.06764 -2.48769  0.070
H: 0.59829 2.97101 4.12719  0.112
H: 2.95046 2.94651 3.05580  0.114
H: 4.62365 0.21161 -0.23340  0.099
H: -0.29043 -4.12694 -3.05189  0.129
H: 3.31957 1.47454 -2.84370  0.121
H: 2.34411 -1.02755 -3.31209  0.083
H: 1.05557 -2.91681 -3.58862  0.142
H: -7.42118 -0.53264 0.69610  0.050
H: 1.89181 0.98350 -1.69750  0.107
H: 0.05758 -1.65133 -0.96376  0.069
H: -5.19403 0.00394 1.93287  0.055
H: 0.22466 -0.91272 -3.80789  0.066
H: 0.03572 4.52667 2.48029  0.115
H: 3.60813 -4.09838 -1.14874  0.136
H: 2.29114 2.46938 -0.14914  0.094
H: -0.79237 3.73554 -0.04184  0.116
H: 3.88816 2.78581 0.88054  0.119
H: -1.62761 -1.24663 -3.60743  0.051
H: 2.15970 -1.60256 -0.39424  0.093
H: -2.49054 -1.19353 1.17572  0.045
H: 1.84995 0.23807 1.42935  0.096
H: -0.65599 -0.72825 1.74201  0.090
H: -7.99170 1.11914 1.08957  0.056

Output
- LUMO level: -0.503 eV
- HOMO: -8.68 eV
- Frontier orbital gap: 8.175 eV

---

# 4
This record from the Open Molecules 2025 dataset describes the ion C4H8NS with charge +1 at a distorted geometry. The level of theory is ωB97M-V/def2-TZVPD.

Last column: Löwdin charge in e.
Element x y z (Å)
S: -3.65578 0.20163 -0.06715  0.884
N: 0.47644 0.09701 0.56453  -0.219
C: -2.04367 0.06342 0.01476  -0.508
C: 0.58542 -1.29333 0.07593  0.025
C: 1.45355 1.07025 -0.10129  0.010
C: -0.78723 0.62389 0.31898  -0.056
H: -0.16025 -1.90504 0.50882  0.107
H: 2.44562 0.79174 0.11257  0.083
H: 0.76814 0.14329 1.61661  0.246
H: 1.29913 1.17171 -1.21548  0.142
H: 1.51526 -1.75710 0.19680  0.101
H: 1.56545 2.05342 0.33338  0.107
H: 0.36891 -1.06820 -0.90537  0.084
H: -3.83101 -0.19270 -1.45310  -0.007

Output
- LUMO level (alpha / beta): -4.569 / -4.569 eV
- HOMO (alpha / beta): -13.39 / -13.39 eV
- Energy above the lowest of the compared OMol25 structures with the same formula, charge and spin: 399.4 kJ/mol
- Frontier orbital gap (alpha / beta): 8.823 / 8.825 eV
- Total charge: +1